[1]
Computed, not measured: one molecule with the formula C26H30N4O3, with the ωB97M-V functional and the def2-TZVPD basis.

- SMILES: COc1cccc(C(=O)NC[C@H](c2cccnc2)N2CCN(c3ccccc3OC)CC2)c1
- Spin multiplicity: 1
- Charge: 0
- HOMO-LUMO gap: 8.048 eV
- Calculated total energy: -1453.4831 Ha

The geometry in XYZ format:
```
63
C26H30N4O3 (the ωB97M-V functional and the def2-TZVPD basis)
C -7.479 -2.702 -0.240
H -8.136 -2.460 0.601
O -6.247 -2.028 -0.144
C -6.243 -0.667 -0.179
C -4.985 -0.069 -0.111
C -4.860 1.311 -0.142
C -5.999 2.104 -0.257
C -7.244 1.512 -0.313
C -7.377 0.133 -0.271
H -8.362 -0.304 -0.321
H -8.130 2.124 -0.394
H -5.885 3.176 -0.302
C -3.530 1.990 -0.102
O -3.302 3.023 -0.699
N -2.614 1.383 0.694
H -2.847 0.504 1.126
C -1.236 1.803 0.749
H -1.183 2.804 0.317
H -0.917 1.847 1.792
C -0.348 0.861 -0.085
N 1.016 1.374 -0.172
C 1.767 0.806 -1.279
C 3.078 1.582 -1.450
N 3.868 1.609 -0.244
C 4.954 0.778 -0.003
C 5.913 1.215 0.915
C 7.046 0.482 1.205
C 7.267 -0.718 0.560
C 6.342 -1.175 -0.365
C 5.190 -0.457 -0.649
O 4.233 -0.908 -1.529
C 4.432 -2.133 -2.184
H 5.328 -2.117 -2.813
H 3.553 -2.272 -2.814
H 4.499 -2.966 -1.476
H 6.524 -2.119 -0.854
H 8.150 -1.303 0.765
H 7.760 0.858 1.923
H 5.765 2.170 1.396
C 3.087 2.116 0.859
C 1.805 1.291 1.041
H 1.238 1.705 1.875
H 2.089 0.250 1.283
H 3.666 2.083 1.781
H 2.806 3.153 0.645
H 3.658 1.162 -2.267
H 2.827 2.623 -1.690
H 1.176 0.904 -2.191
H 1.997 -0.258 -1.116
C -0.416 -0.576 0.388
C -0.455 -1.611 -0.545
N -0.444 -2.893 -0.234
C -0.397 -3.226 1.044
C -0.364 -2.289 2.065
C -0.371 -0.945 1.729
H -0.343 -0.198 2.509
H -0.331 -2.600 3.098
H -0.388 -4.288 1.253
H -0.502 -1.392 -1.605
H -0.743 0.896 -1.108
H -4.125 -0.722 -0.072
H -7.990 -2.472 -1.180
H -7.236 -3.763 -0.213
```

[2]
Computed, not measured: one molecule with the formula C26H30N4O3, with the ωB97M-V functional and the def2-TZVPD basis.

- SMILES: Cc1ccc(C(=O)N/C(=C\c2cn(C)c3ccccc23)C(=O)NCCN2CCOCC2)cc1
- Spin multiplicity: 1
- Charge: 0
- HOMO-LUMO gap: 8.093 eV
- Calculated total energy: -1453.5340 Ha

The geometry in XYZ format:
```
63
C26H30N4O3 (the ωB97M-V functional and the def2-TZVPD basis)
C 3.030 -3.597 -2.221
C 2.171 -2.372 -2.294
C 2.240 -1.411 -1.288
C 1.474 -0.263 -1.347
C 0.631 -0.039 -2.432
C 0.552 -0.995 -3.436
C 1.301 -2.155 -3.356
H 1.224 -2.894 -4.141
H -0.102 -0.817 -4.275
C -0.062 1.268 -2.593
O -0.022 1.911 -3.622
N -0.625 1.787 -1.462
C -1.059 1.061 -0.349
C -1.038 1.586 0.894
C -0.471 2.845 1.279
C 0.391 3.668 0.582
N 0.714 4.762 1.320
C 0.066 4.689 2.524
C 0.075 5.567 3.601
C -0.684 5.232 4.702
C -1.436 4.055 4.735
C -1.449 3.183 3.669
C -0.689 3.493 2.544
H -2.039 2.279 3.705
H -2.018 3.831 5.616
H -0.701 5.891 5.557
H 0.652 6.478 3.578
C 1.588 5.824 0.912
H 1.965 5.619 -0.089
H 1.054 6.777 0.900
H 2.434 5.908 1.598
H 0.833 3.526 -0.385
H -1.521 1.039 1.691
C -1.737 -0.228 -0.673
O -2.292 -0.404 -1.741
N -1.754 -1.153 0.320
C -2.434 -2.415 0.126
H -3.375 -2.181 -0.378
H -2.646 -2.864 1.097
C -1.662 -3.404 -0.755
N -0.782 -4.292 -0.012
C 0.255 -3.572 0.712
C 1.199 -4.559 1.400
H 2.023 -4.026 1.879
O 1.781 -5.452 0.482
C 0.771 -6.179 -0.179
C -0.178 -5.249 -0.930
H -0.975 -5.839 -1.387
H 0.379 -4.732 -1.730
H 1.278 -6.852 -0.873
H 0.201 -6.769 0.554
H 0.640 -5.125 2.160
H -0.215 -2.963 1.486
H 0.831 -2.916 0.039
H -2.384 -4.040 -1.272
H -1.111 -2.828 -1.519
H -1.139 -1.039 1.107
H -0.980 2.733 -1.554
H 1.557 0.478 -0.564
H 2.919 -1.562 -0.460
H 2.860 -4.244 -3.078
H 4.082 -3.315 -2.205
H 2.828 -4.162 -1.310
```

[3]
Computed, not measured: one molecule with the formula C26H30N4O4S, with the ωB97M-V functional and the def2-TZVPD basis.

- SMILES: COc1ccccc1NS(=O)(=O)c1cc(NC(=O)Nc2cccc(C)c2)ccc1N1CCCCC1
- Spin multiplicity: 1
- Charge: 0
- HOMO-LUMO gap: 8.438 eV
- Calculated total energy: -1926.9680 Ha

The geometry in XYZ format:
```
65
C26H30N4O4S (the ωB97M-V functional and the def2-TZVPD basis)
C -1.412 -3.097 -1.400
H -0.724 -3.278 -0.567
O -1.752 -1.736 -1.508
C -0.763 -0.848 -1.852
C 0.584 -1.160 -1.942
C 1.509 -0.183 -2.281
C 1.092 1.106 -2.550
C -0.253 1.427 -2.477
C -1.188 0.467 -2.120
N -2.541 0.797 -2.015
S -2.968 2.145 -1.094
O -4.381 2.045 -0.897
O -2.480 3.326 -1.737
C -1.933 1.821 0.341
C -0.746 2.522 0.312
C 0.360 2.101 1.045
C 0.225 0.959 1.834
C -0.972 0.274 1.881
C -2.087 0.674 1.131
N -3.272 -0.039 1.119
C -4.476 0.627 1.593
C -5.712 -0.015 0.975
C -5.742 -1.508 1.287
C -4.430 -2.144 0.842
C -3.250 -1.435 1.504
H -2.317 -1.880 1.157
H -3.319 -1.557 2.598
H -4.409 -3.204 1.104
H -4.329 -2.051 -0.240
H -6.583 -1.984 0.780
H -5.871 -1.655 2.362
H -6.602 0.476 1.369
H -5.681 0.152 -0.101
H -4.434 1.680 1.321
H -4.527 0.545 2.692
H -1.047 -0.589 2.523
H 1.052 0.625 2.443
N 1.560 2.811 0.961
C 2.842 2.336 0.740
O 3.774 3.108 0.716
N 2.911 0.985 0.551
C 4.041 0.189 0.348
C 3.840 -1.178 0.171
C 4.921 -2.014 -0.031
C 6.205 -1.501 -0.055
C 6.419 -0.139 0.126
C 5.334 0.700 0.328
H 5.482 1.758 0.467
C 7.812 0.414 0.102
H 7.803 1.490 0.246
H 8.291 0.192 -0.851
H 8.413 -0.040 0.889
H 7.047 -2.158 -0.215
H 4.760 -3.073 -0.169
H 2.835 -1.577 0.194
H 2.030 0.500 0.452
H 1.483 3.809 0.826
H -0.687 3.390 -0.325
H -3.117 0.004 -1.766
H -0.604 2.421 -2.697
H 1.811 1.863 -2.821
H 2.556 -0.442 -2.338
H 0.929 -2.163 -1.745
H -2.347 -3.622 -1.211
H -0.965 -3.472 -2.325
```

[4]
Computed, not measured: one molecule with the formula C26H30N4O5S at a distorted geometry, with the ωB97M-V functional and the def2-TZVPD basis.

- SMILES: CCn1cc(C(=O)N2CCN(c3ccccc3)CC2)c(=O)c2cc(S(=O)(=O)N3CCOCC3)ccc21
- Spin multiplicity: 1
- Charge: 0
- HOMO-LUMO gap: 7.927 eV
- Calculated total energy: -2002.1824 Ha

The geometry in XYZ format:
```
66
C26H30N4O5S (the ωB97M-V functional and the def2-TZVPD basis)
C -1.949 -3.196 -1.772
H -2.777 -3.821 -2.093
H -1.210 -3.823 -1.279
H -1.489 -2.747 -2.649
C -2.451 -2.125 -0.808
N -1.365 -1.281 -0.341
C -0.752 -1.618 0.815
C 0.269 -0.932 1.389
C 0.845 0.218 0.719
O 1.792 0.873 1.137
C 0.184 0.539 -0.560
C 0.660 1.635 -1.283
C 0.110 1.962 -2.496
C -0.944 1.219 -3.012
C -1.442 0.146 -2.311
C -0.891 -0.218 -1.071
H -2.260 -0.412 -2.736
H -1.365 1.513 -3.961
S 0.765 3.337 -3.448
O 1.267 4.318 -2.537
O -0.231 3.706 -4.411
N 2.063 2.765 -4.306
C 3.303 2.500 -3.615
H 3.306 3.104 -2.709
C 3.455 1.008 -3.296
H 4.463 0.792 -2.940
O 3.275 0.218 -4.454
C 2.004 0.423 -5.029
H 1.963 -0.224 -5.907
C 1.815 1.891 -5.428
H 0.802 2.088 -5.776
H 2.527 2.143 -6.222
H 1.220 0.123 -4.316
H 2.729 0.706 -2.527
H 4.127 2.817 -4.264
H 1.462 2.222 -0.862
C 0.810 -1.560 2.637
O 1.043 -2.758 2.644
N 0.982 -0.787 3.735
C 0.484 0.558 3.887
H 1.088 1.035 4.664
C -1.006 0.500 4.314
N -1.303 -0.803 4.877
C -2.010 -1.731 4.124
C -3.111 -1.315 3.364
C -3.853 -2.216 2.628
C -3.533 -3.564 2.630
C -2.468 -3.994 3.403
C -1.718 -3.099 4.141
H -0.888 -3.480 4.711
H -2.206 -5.041 3.425
H -4.113 -4.269 2.053
H -4.699 -1.860 2.056
H -3.411 -0.278 3.367
C -0.251 -1.224 5.775
H -0.562 -2.118 6.314
C 1.083 -1.458 5.015
H 1.929 -1.054 5.578
H 1.261 -2.515 4.814
H -0.126 -0.419 6.507
H -1.640 0.678 3.447
H -1.214 1.274 5.061
H 0.616 1.127 2.972
H -1.132 -2.501 1.311
H -2.898 -2.600 0.069
H -3.216 -1.504 -1.276
```

[5]
Computed, not measured: C26H30N6O4S as an isolated structure at a distorted geometry, with the ωB97M-V functional and the def2-TZVPD basis.

- Spin multiplicity: 1
- Charge: 0
- HOMO-LUMO gap: 7.254 eV
- Calculated total energy: -2035.6562 Ha

The geometry in XYZ format:
```
67
C26H30N6O4S (the ωB97M-V functional and the def2-TZVPD basis)
C -4.708 -3.301 2.536
H -4.348 -3.021 3.633
O -3.879 -3.827 1.763
C -2.722 -2.930 1.372
C -2.481 -1.448 1.881
C -1.297 -0.904 1.312
C -0.258 -1.515 0.404
C -0.777 -2.711 0.030
C -1.866 -3.434 0.395
H -1.940 -4.501 0.134
H -0.106 -3.346 -0.775
C 0.598 -0.666 -0.117
N 0.557 0.065 -1.199
C 1.437 -0.317 -2.255
O 2.277 -0.987 -2.126
C 1.565 0.706 -3.406
C 1.636 2.173 -3.138
N 1.500 2.862 -2.120
H 1.480 2.403 -1.115
H 1.642 3.762 -2.287
C 1.502 2.792 -4.544
N 1.628 1.719 -5.695
S 1.523 0.209 -5.046
C 1.676 4.027 -4.900
O 1.357 5.071 -3.890
N 1.565 4.437 -6.021
H 1.762 5.540 -6.300
H 1.406 3.658 -6.788
C -0.579 0.682 -1.587
C -1.212 0.458 -2.837
C -1.597 -0.806 -3.386
C -2.063 -0.807 -4.631
C -2.347 0.168 -5.348
N -2.083 1.534 -4.849
C -1.607 1.621 -3.675
H -1.679 2.438 -3.360
H -2.847 0.269 -6.296
H -2.007 -2.112 -5.138
H -1.232 -1.670 -2.812
H -1.441 0.307 -0.918
H -0.318 1.668 -1.284
H 1.673 -1.585 -0.394
C 1.293 0.386 0.880
O 1.582 1.568 0.610
N 1.363 -0.058 2.102
H 1.235 -1.096 2.573
C 1.996 0.701 3.406
C 3.137 0.001 4.233
C 2.365 -1.203 4.856
C 1.356 -0.852 5.616
C 0.153 -0.183 5.004
C 0.664 1.055 4.261
H 0.949 1.755 5.137
H 0.045 1.452 3.727
H -0.465 0.017 5.768
H -0.139 -1.124 4.231
H 0.998 -1.622 6.309
H 1.766 -0.138 6.431
H 3.260 -1.729 5.405
H 2.341 -2.252 4.207
H 3.793 -0.218 3.478
H 3.504 0.631 4.805
H 2.225 1.649 2.904
H -1.155 0.072 1.555
H -3.109 -1.151 2.483
H -5.415 -4.015 2.682
H -5.134 -2.325 2.113
```

[6]
Computed, not measured: C26H30NO3PPdS2 as an isolated structure, with the ωB97M-V functional and the def2-TZVPD basis.

- Spin multiplicity: 1
- Charge: 0
- HOMO-LUMO gap: 7.291 eV
- Calculated total energy: -2554.9241 Ha

The geometry in XYZ format:
```
64
C26H30NO3PPdS2 (the ωB97M-V functional and the def2-TZVPD basis)
Pd -0.892 -0.588 -0.954
C 1.641 2.339 5.090
C 2.172 1.260 4.136
C 2.639 1.950 2.854
C 3.373 0.554 4.780
C 1.080 0.228 3.861
C 0.434 -0.401 4.942
C -0.574 -1.322 4.761
C -0.950 -1.643 3.461
S -2.220 -2.683 2.892
C -1.787 -2.296 1.255
N -0.766 -1.489 1.135
C -0.297 -1.066 2.372
C 0.710 -0.121 2.575
C -2.527 -2.744 0.080
C -3.351 -3.870 0.090
C -3.970 -4.274 -1.080
C -3.758 -3.553 -2.251
C -2.954 -2.420 -2.251
C -2.332 -1.988 -1.086
H 2.409 3.096 5.259
H 1.364 1.926 6.061
H 0.763 2.830 4.668
H 3.375 2.717 3.105
H 1.809 2.434 2.336
H 3.111 1.252 2.160
H 4.170 1.272 4.983
H 3.768 -0.219 4.117
H 3.097 0.080 5.723
H 0.724 -0.150 5.954
H -1.068 -1.773 5.612
H 1.159 0.348 1.714
H -3.486 -4.441 1.002
H -4.604 -5.150 -1.085
H -4.232 -3.873 -3.172
H -2.826 -1.856 -3.168
S -2.380 0.932 -1.865
C -2.181 1.011 -3.626
C -1.123 1.712 -4.208
C -1.002 1.797 -5.586
C -1.945 1.196 -6.413
C -3.016 0.522 -5.845
C -3.135 0.434 -4.464
H -0.397 2.195 -3.567
H -0.175 2.347 -6.019
H -1.851 1.266 -7.489
H -3.768 0.066 -6.477
H -3.979 -0.078 -4.020
C 1.394 -0.015 -3.546
O 1.536 1.029 -2.576
P 0.946 0.804 -1.093
O 0.791 2.299 -0.589
C 1.868 3.245 -0.654
O 2.280 0.366 -0.275
C 2.563 -1.022 -0.098
H 1.450 0.449 -4.527
H 0.426 -0.511 -3.442
H 2.201 -0.742 -3.437
H 2.058 3.522 -1.690
H 2.771 2.832 -0.208
H 1.542 4.117 -0.092
H 3.430 -1.293 -0.700
H 1.712 -1.648 -0.384
H 2.780 -1.196 0.956
```